Computed, not measured: 9 unconnected molecules or ions with the total composition C28H79N5O9 at a distorted geometry, with ωB97M-V/def2-TZVPD.

Geometry as XYZ:
```
121
Properties=species:S:1:pos:R:3:forces:R:3:mulliken_charge:R:1
C 0.4128 4.1053 -2.6469 -0.5 0.5 0.7 -0.528
O -0.8085 4.5495 -2.0426 0.4 -0.4 0.1 -0.578
C -1.4205 3.6702 -1.0968 -0.7 1.1 0.1 0.076
C -2.7530 4.3670 -0.6863 0.3 -1.2 -0.1 0.436
C -3.5647 3.4392 0.1727 0.3 0.2 0.3 -1.221
N -3.4753 4.7260 -1.9174 1.0 -0.1 0.1 -0.872
H 0.8611 4.9689 -3.1381 -0.3 0.0 -0.2 0.334
H 0.2280 3.2888 -3.3450 0.2 -0.1 0.1 0.226
H 1.1079 3.8518 -1.8465 0.2 -0.5 0.0 0.161
H -1.7472 2.7224 -1.5247 0.4 -0.3 -0.4 -0.186
H -0.7806 3.4795 -0.2353 0.2 0.0 0.1 0.278
H -2.5671 5.2295 -0.0462 0.2 0.4 -0.5 0.402
H -2.8980 3.1182 0.9731 -0.4 0.0 0.5 0.183
H -3.9051 2.5283 -0.3198 -0.2 0.1 -0.3 0.206
H -4.3930 4.0641 0.5065 -0.2 -0.6 0.4 0.436
H -2.6338 4.7328 -2.4759 0.0 1.4 -1.3 0.386
H -3.8283 3.8673 -2.3149 -0.9 -0.5 0.3 0.289
C -3.6478 -6.5843 1.6819 0.6 -1.6 0.0 -0.534
O -3.9880 -5.3154 2.0716 -0.9 2.4 -0.2 -0.367
C -4.1866 -4.3788 0.9444 0.3 -1.5 0.6 -0.873
C -4.8198 -3.0628 1.4204 0.0 -0.7 -2.3 0.355
C -4.9909 -2.0982 0.2293 -0.5 -0.2 0.0 -1.505
N -3.9891 -2.4585 2.4183 -0.5 -0.7 0.8 -0.675
H -2.7198 -6.6233 1.1115 -0.1 0.2 -0.6 0.008
H -4.4605 -7.1344 1.2076 -0.2 0.2 -0.6 0.351
H -3.4111 -7.2275 2.5295 -0.1 0.5 0.6 0.286
H -3.2137 -4.3166 0.4568 0.2 0.6 0.0 0.146
H -4.8410 -4.8633 0.2197 -0.3 0.0 -0.1 0.566
H -5.7916 -3.3824 1.7965 -0.3 0.3 0.2 0.523
H -5.8490 -2.3574 -0.3907 0.0 -0.2 0.0 0.516
H -4.1215 -2.0414 -0.4256 0.2 -0.2 0.1 0.192
H -5.1628 -1.0776 0.5711 -0.1 0.0 0.2 0.373
H -3.8393 -3.2920 2.9687 0.8 0.1 1.0 0.256
H -4.6202 -1.8983 2.9732 0.2 0.5 0.3 0.273
C 1.8829 0.8692 -0.9343 -0.1 0.4 -0.4 -0.261
O 0.5180 0.4183 -0.8542 1.1 0.0 0.4 0.029
C 0.3261 -0.4260 0.2819 -1.2 -0.3 -0.3 -0.196
C -1.1783 -0.9265 0.3404 0.0 -0.4 0.0 0.234
C -2.1994 0.1602 0.3826 0.2 2.3 -0.5 -0.143
N -1.3904 -1.7334 1.5258 1.9 -0.4 0.0 0.970
H 2.0507 1.7320 -0.2898 0.0 -0.2 0.5 0.084
H 2.1433 1.2336 -1.9280 -0.7 -0.1 -0.3 -0.130
H 2.6263 0.0893 -0.7692 -0.2 -0.3 0.5 0.172
H 1.0304 -1.2544 0.2068 -0.2 -0.5 -0.1 0.563
H 0.6248 0.1005 1.1883 -0.4 0.3 0.3 -0.550
H -1.3959 -1.5352 -0.5372 0.4 -0.3 -0.2 0.201
H -3.2498 -0.0324 0.6009 0.3 -0.9 0.1 0.045
H -2.2232 0.7179 -0.5535 0.2 0.3 -0.1 -0.567
H -1.8828 0.8482 1.1666 0.0 0.4 0.1 -0.115
H -1.1260 -1.1611 2.3149 -0.1 0.1 0.3 -0.753
H -2.3521 -2.0067 1.6693 -0.4 0.2 0.0 0.001
C 3.7970 -1.1155 -4.4838 1.3 0.8 -0.4 -0.625
O 3.9686 0.0538 -5.3007 -1.4 0.3 0.1 -0.387
C 3.6947 1.2763 -4.6063 1.6 0.5 0.0 -0.048
C 4.2824 2.4523 -5.4585 -0.3 0.3 -0.5 0.174
C 3.9253 3.8679 -5.0069 -0.7 -1.1 1.2 -1.211
N 3.8702 2.3597 -6.8672 0.6 -0.4 0.4 -0.776
H 3.8179 -1.9916 -5.1319 -0.2 0.1 0.0 0.270
H 2.9248 -1.1287 -3.8301 -0.2 0.3 -0.2 0.175
H 4.7177 -1.0989 -3.9006 -0.1 -0.6 0.6 0.296
H 2.6645 1.4177 -4.2794 -0.5 -0.1 -0.6 0.032
H 4.2618 1.2675 -3.6755 0.3 -0.1 0.4 0.276
H 5.3715 2.4250 -5.4250 0.1 -0.6 -0.1 0.309
H 4.5517 4.6537 -5.4290 -0.3 -0.3 -0.3 0.340
H 4.0063 3.9129 -3.9208 0.1 0.2 0.2 0.322
H 2.8587 3.9585 -5.2121 0.0 0.7 -0.2 0.249
H 4.1508 1.4313 -7.1490 0.0 -0.2 -0.5 0.357
H 2.8608 2.3278 -6.8852 -0.3 0.1 -0.1 0.289
C 0.7973 -1.7317 3.8422 -0.6 0.3 -0.9 -0.914
O 0.7224 -0.3024 3.9531 1.4 -1.4 0.6 -0.433
C 2.0338 0.2584 3.8205 -1.6 0.6 -1.2 -0.110
C 1.9099 1.7807 3.9177 1.9 0.3 1.0 0.172
C 1.1269 2.5354 2.8548 -0.6 -1.3 -0.2 -0.697
N 3.2851 2.3112 3.9547 0.5 0.3 -0.2 -0.845
H -0.2437 -2.0520 3.8860 0.4 -0.5 0.2 0.229
H 1.4606 -2.2872 4.5052 -0.2 0.6 0.9 0.435
H 1.2236 -1.9794 2.8701 -0.3 0.0 -0.5 0.274
H 2.7605 -0.2212 4.4762 -0.1 0.3 0.4 0.377
H 2.3248 0.0333 2.7944 0.5 -0.1 -0.3 0.018
H 1.4721 2.0968 4.8645 -0.2 -0.5 0.2 0.426
H 1.6713 2.7523 1.9358 0.4 0.5 0.4 0.497
H 0.6750 3.3818 3.3721 0.1 0.2 -0.7 0.258
H 0.3356 1.8779 2.4947 -0.5 0.2 0.2 -0.358
H 3.8442 1.8145 3.2758 -0.1 0.0 -0.8 0.181
H 3.8007 2.0401 4.7798 -0.4 0.1 0.7 0.337
C 0.3068 -6.1946 0.4309 0.7 -0.3 -0.7 -1.352
C 0.3082 -4.6972 0.5889 -0.8 0.1 -0.1 0.206
O -0.5239 -4.3255 1.6137 -0.8 -1.0 2.2 -0.573
H -0.5817 -6.5667 -0.0792 0.0 0.2 -0.1 0.238
H 0.4226 -6.8109 1.3224 0.1 0.5 0.4 0.313
H 1.1840 -6.3870 -0.1869 -0.1 -0.5 -0.3 0.412
H -0.1864 -4.2174 -0.2557 0.8 -0.2 -1.1 0.122
H 1.3009 -4.2829 0.7655 0.4 -0.1 -0.3 0.270
H -0.6889 -3.3810 1.5650 -0.3 1.0 0.1 0.365
C 6.4502 -0.1854 0.3581 0.4 -0.3 -0.8 -1.296
C 5.1439 0.1750 0.9986 0.0 0.8 0.7 0.252
O 5.3032 0.4101 2.4099 -0.4 -0.5 -0.1 -0.571
H 6.9245 -1.0620 0.7992 -0.2 0.0 0.2 0.321
H 7.1823 0.6222 0.3530 -0.1 0.2 0.3 0.370
H 6.3037 -0.4045 -0.6996 -0.1 -0.1 -0.1 0.324
H 4.3726 -0.5839 0.8672 0.2 -0.2 0.3 0.190
H 4.7210 1.0892 0.5820 0.0 0.1 -0.4 0.106
H 5.9154 1.1394 2.5320 0.2 0.1 -0.1 0.314
C -2.0093 0.3110 -4.9484 0.1 -0.4 -0.7 -1.644
C -1.5367 0.1412 -3.5155 -0.3 0.2 -0.3 0.427
O -0.2653 0.7451 -3.3279 -0.6 0.1 -1.0 -0.297
H -2.2774 1.3311 -5.2236 0.2 0.1 0.3 0.340
H -2.8805 -0.2993 -5.1863 -0.2 0.0 0.4 0.408
H -1.2814 -0.0375 -5.6812 0.4 0.1 0.2 0.356
H -1.5216 -0.9033 -3.2044 0.2 -0.3 -0.3 0.150
H -2.3094 0.5794 -2.8838 0.0 0.4 0.4 0.083
H 0.0208 0.5383 -2.4352 0.0 -0.1 0.5 0.602
C -3.4443 1.4640 5.0841 -0.6 -0.2 0.0 -1.451
C -2.2768 0.5504 4.8427 0.6 0.6 -0.5 0.660
O -1.1732 1.3892 4.5599 -0.3 1.0 0.4 -0.508
H -3.6266 2.0604 4.1901 0.0 0.1 0.1 0.285
H -3.3048 2.1260 5.9387 0.2 0.0 -0.1 0.365
H -4.3363 0.8646 5.2659 -0.2 0.0 0.1 0.402
H -2.4501 -0.0456 3.9467 -0.4 -0.4 0.0 -0.369
H -2.0945 -0.1112 5.6896 0.1 -0.1 0.2 0.329
H -0.4029 0.8908 4.2772 -0.2 -0.6 0.2 0.462
```
Positions in Å, forces in eV/Å.

Total charge   0
SMILES   COC[C@H](C)N.COC[C@H](C)N.COC[C@H](C)N.COC[C@H](C)N.COC[C@H](C)N.CCO.CCO.CCO.CCO
E_tot   -2064.9434 hartree
Relative energy (zero: lowest compared OMol25 entry of this formula, charge and spin)   63.2 kcal/mol
LUMO energy   0.3 eV
Frontier orbital gap   9.5815 eV
Max |F|   0.050 hartree/bohr
Spin multiplicity   1
Highest occupied orbital energy   -9.3 eV

Computed, not measured: 4 unconnected molecules or ions with the total composition C3H13O5 at a distorted geometry, with ωB97M-V/def2-TZVPD.

Geometry as XYZ:
```
21
Properties=species:S:1:pos:R:3:forces:R:3:mulliken_charge:R:1
C -1.4191 -0.4030 0.8449 -0.6 -2.6 2.4 -0.516
O -1.4085 -1.6563 0.1995 0.2 -0.4 -1.2 -0.584
C -0.3410 -0.3837 1.9495 -0.4 -0.4 0.6 -0.401
C 1.0739 -0.8078 1.3404 -2.8 2.1 2.7 -0.332
O 1.7541 0.4149 1.3254 1.7 1.9 -2.8 -0.595
H -1.2968 0.3499 0.1481 0.3 1.8 -1.4 0.190
H -2.4238 -0.3875 1.2849 0.1 0.8 0.1 0.272
H -0.6236 -0.9540 2.8990 0.0 0.0 -1.5 0.334
H -0.2349 0.6282 2.3716 0.1 -0.1 -0.4 0.318
H 1.4681 -1.3792 2.1902 0.7 -0.5 -1.0 0.253
H 0.8270 -1.2548 0.3978 0.8 -0.7 -0.4 0.261
H 1.6317 0.9904 0.4588 -0.1 -1.7 2.3 0.380
H -0.1553 2.1985 0.1889 -0.6 -0.5 0.1 0.266
H 0.5995 1.9363 -1.2380 -0.7 0.6 0.2 0.471
O 0.5452 2.4866 -0.3775 1.4 0.0 -0.7 -0.765
H 0.2460 -0.1219 -2.2476 0.1 -0.6 -0.5 0.440
H 0.5151 1.4311 -3.5715 0.1 0.1 -0.7 0.130
O 0.4372 1.1762 -2.6676 -0.1 -0.4 1.6 -0.976
H -0.9779 -1.5448 -0.6995 0.0 -0.1 0.7 0.431
H -0.3199 -1.5041 -2.7831 -1.0 -0.8 -1.8 0.258
O 0.1029 -1.2152 -2.0142 0.9 1.6 1.8 -0.835
```
Positions in Å, forces in eV/Å.

Total charge   -1
E_tot   -498.3070 hartree
Relative energy (zero: lowest compared OMol25 entry of this formula, charge and spin)   19.3 kcal/mol
LUMO energy   3.9 eV
Frontier orbital gap   9.1891 eV
Max |F|   0.086 hartree/bohr
Spin multiplicity   1
Highest occupied orbital energy   -5.3 eV

Computed, not measured: 2 unconnected molecules or ions with the total composition C2H4N2O2 at a distorted geometry, with ωB97M-V/def2-TZVPD.

Geometry as XYZ:
```
10
Properties=species:S:1:pos:R:3:forces:R:3:mulliken_charge:R:1
C 0.9308 0.1648 0.6201 3.2 3.9 -1.9 -0.295
C 0.9010 -0.1381 -0.8332 1.4 1.7 -0.3 -0.254
N -0.0234 0.7797 -0.2101 -2.1 0.9 -0.1 -0.386
N -1.9096 -0.0448 0.2469 4.8 2.0 -1.6 0.876
O -2.7114 0.6619 -0.1985 -2.0 -0.1 0.1 -0.442
O -1.7085 -1.0483 0.7939 -1.4 -1.8 1.1 -0.411
H 0.7177 -0.5483 1.2718 -1.3 -3.2 2.8 0.307
H 1.6856 0.9267 1.0265 -1.0 -1.2 -0.6 0.186
H 1.6356 0.2778 -1.5798 -0.9 -0.2 1.0 0.201
H 0.4821 -1.0314 -1.1375 -0.7 -2.0 -0.4 0.218
```
Positions in Å, forces in eV/Å.

Total charge   0
E_tot   -338.3573 hartree
Relative energy (zero: lowest compared OMol25 entry of this formula, charge and spin)   185.7 kcal/mol
LUMO energy (alpha / beta)   -0.2 / -0.2 eV
Frontier orbital gap (alpha / beta)   8.7441 / 9.2977 eV
Max |F|   0.107 hartree/bohr
Spin multiplicity   1
Highest occupied orbital energy (alpha / beta)   -9.0 / -9.5 eV

Computed, not measured: 3 unconnected molecules or ions with the total composition C3H9S at a distorted geometry, with ωB97M-V/def2-TZVPD.

Geometry as XYZ:
```
13
Properties=species:S:1:pos:R:3:forces:R:3:mulliken_charge:R:1
C -1.4351 1.8298 2.3445 0.0 0.3 -1.0 -0.775
C -2.5115 0.8276 1.9401 0.6 -1.8 0.8 -0.880
H -1.6603 2.8245 1.9310 0.2 -0.3 -0.3 0.239
H -0.4593 1.4899 1.9735 -0.2 0.3 0.1 0.259
H -1.3456 2.0565 3.3879 -0.1 -0.5 0.8 0.294
H -2.2434 -0.2317 2.1419 0.7 0.5 0.1 0.275
H -3.4101 0.8391 2.5385 -0.7 0.9 -0.2 0.305
H -2.6650 0.7593 0.8729 -0.4 0.6 -0.3 0.282
C 3.4128 -2.0510 -4.0516 -0.7 -0.8 2.5 -0.803
S 2.0901 -2.0801 -1.1365 0.6 0.2 -1.5 -0.782
H 2.5092 -2.2664 -4.5969 0.1 0.6 -0.4 0.235
H 4.1316 -1.2558 -4.1070 -0.3 0.5 -0.5 0.223
H 3.5865 -2.7416 -3.2382 0.3 -0.5 -0.1 0.128
```
Positions in Å, forces in eV/Å.

Total charge   -1
E_tot   -517.7441 hartree
Relative energy (zero: lowest compared OMol25 entry of this formula, charge and spin)   106.6 kcal/mol
LUMO energy   3.0 eV
Frontier orbital gap   5.7805 eV
Max |F|   0.053 hartree/bohr
Spin multiplicity   1
Highest occupied orbital energy   -2.8 eV